Here is a structure of composition CH4NO from the OMol25 dataset. Energies are from ωB97M-V with the def2-TZVPD basis set.

The geometry in XYZ format:
```
7
Properties=species:S:1:pos:R:3:forces:R:3
O -1.5241 -0.7044 0.5267 0.73 -0.14 -0.24
C 0.3872 0.5256 -0.0033 -1.47 -0.14 2.20
H -0.0420 -1.5241 -0.8616 -0.13 2.19 2.91
N -0.1668 -0.8296 0.2647 -0.98 -1.56 -3.14
H -0.1838 1.0500 0.9327 2.21 -0.73 -1.71
H 1.4800 0.3198 -0.0164 -0.34 1.00 0.27
H 0.0496 1.1627 -0.8428 -0.02 -0.63 -0.29
```
Forces are in eV/Å.

Calculated values
- 2S+1: 1
- Total charge: -1
- HOMO: -1.2 eV

These are the Mulliken partial charges, in e, on atoms 1 to 6: atom 1 (O): -0.742, atom 2 (C): -0.691, atom 3 (H): 0.067, atom 4 (N): -0.314, atom 5 (H): 0.187, atom 6 (H): 0.274

Here is a structure of composition C2H3NO2 from the OMol25 dataset. Energies are from ωB97M-V with the def2-TZVPD basis set.

The geometry in XYZ format:
```
8
Properties=species:S:1:pos:R:3:forces:R:3
H -1.1692 -1.4469 -0.1995 0.12 -0.02 0.09
H -0.3244 1.4836 0.2048 0.30 -0.41 -0.11
H -2.1935 0.0620 -0.1233 0.36 -0.05 0.10
N 1.1672 0.1916 -0.0486 1.62 -3.19 -0.04
C -0.1121 0.4027 0.0735 0.41 0.71 0.11
C -1.2391 -0.4203 0.1532 -1.01 -0.67 -0.23
O 1.8104 -1.4278 -0.1408 -1.82 3.73 0.17
O 2.0608 1.1550 0.0806 0.02 -0.11 -0.09
```
Forces are in eV/Å.

Calculated values
- 2S+1: 1
- Total charge: -2
- HOMO: 3.3 eV

These are the Mulliken partial charges, in e, on atoms 1 to 6: atom 1 (H): 0.072, atom 2 (H): 0.362, atom 3 (H): -0.044, atom 4 (N): 0.297, atom 5 (C): -0.133, atom 6 (C): -0.817

Here is the ion C34H34N3O with charge +1 from the OMol25 dataset. Energies are from ωB97M-V with the def2-TZVPD basis set.

The geometry in XYZ format:
```
72
Properties=species:S:1:pos:R:3:forces:R:3
H -0.3799 0.7906 -4.9213 0.06 0.01 0.27
C 0.3560 -4.0240 -3.6268 -0.17 -0.71 0.47
H -3.8194 1.2346 2.2685 -0.02 -0.09 -0.48
C -0.1101 3.6660 5.0167 -0.25 -0.89 -0.39
H 0.2432 -1.0483 3.1425 -0.30 0.42 0.00
H 0.6136 -3.1422 0.8508 0.18 0.14 -0.19
H 0.9696 5.5213 4.7799 -0.10 -0.33 -0.25
C -0.2879 -2.2833 -1.9681 0.50 -0.08 -0.88
C 1.3393 -2.3500 0.6532 0.19 -0.12 -0.06
H -1.1731 -5.3918 -0.8798 0.17 0.32 -0.36
C 0.7095 4.5666 4.3171 0.24 -0.19 -0.74
H 3.1749 2.1641 0.3845 -0.31 0.26 0.06
H -2.5675 -1.4581 -1.6974 0.12 0.02 0.47
C 4.2307 -0.4200 -1.4731 0.06 0.34 0.33
C 0.1355 -0.4516 -3.2772 0.03 -0.67 1.61
H -5.5864 -1.8476 2.0792 0.02 0.25 -0.01
C 1.2081 4.2440 3.0421 -0.17 0.35 0.63
H 3.3845 -1.0561 0.4177 -0.11 0.01 -0.59
C 0.2443 -2.7024 -3.2266 -0.43 0.47 0.35
H 2.8769 3.6766 1.2466 -0.12 -0.21 -0.04
H -4.6294 -1.9839 -0.4879 0.12 0.37 0.07
H -1.8077 1.8134 0.8991 0.00 -0.36 0.29
C 0.6928 1.1338 1.2629 0.14 0.12 1.79
H -6.4726 -0.7792 0.9985 0.15 0.05 0.16
H 0.8350 -4.2618 -4.5785 -0.29 -0.11 0.25
C -0.4474 2.4112 4.4666 0.00 0.66 0.55
C 0.1566 0.8529 -3.9638 0.04 0.53 -0.25
C -3.5293 0.6121 1.4141 -0.19 0.07 -0.33
C -4.3525 -0.4478 1.0076 0.23 -0.20 0.16
C -0.1606 -4.9985 -2.7602 0.27 0.38 -0.29
H 1.2222 1.9780 -1.6903 0.42 -0.49 -0.23
C 3.1259 1.4278 -2.5341 -0.37 0.09 0.44
C -1.8543 -0.0297 -0.2262 -0.28 0.74 -0.34
C -0.5301 -0.2902 2.9651 -0.68 -0.62 0.41
C 2.0483 0.2697 -0.6607 0.09 0.48 -0.39
H 1.7032 -2.4096 -0.3803 -0.14 -0.19 0.46
C 4.1899 0.5276 -2.4955 -0.14 -0.06 -0.02
C -3.9788 -1.1885 -0.1123 0.23 0.33 -0.32
H -0.4599 1.1368 -1.2590 0.12 -0.12 0.13
H 2.0493 3.3962 -0.2842 0.20 -0.08 0.12
C -2.7763 -0.9303 -0.7675 -0.07 -0.49 0.38
C 2.0567 1.2654 -1.6463 0.20 0.04 -0.42
H -0.4766 3.9369 6.0067 0.06 -0.12 -0.30
C 0.0647 2.1216 3.2076 -0.10 -1.23 -0.05
C -0.4463 0.1295 -0.8160 -1.91 0.49 -1.83
N 1.3226 2.3339 1.3768 -0.99 -0.03 -0.22
C -2.3424 0.8775 0.7230 -0.16 -0.30 0.18
H 1.1834 1.1729 -4.1774 -0.25 0.00 -0.02
H -1.2872 -0.6792 2.2764 0.28 0.00 0.36
N 0.0418 0.9321 2.4438 0.20 0.82 -0.61
H -5.8473 -0.1461 2.5318 -0.04 -0.05 0.02
H 1.8541 4.9194 2.4815 -0.24 -0.07 0.33
C -0.2223 -0.8220 -1.9712 -0.02 -0.13 -1.17
H -1.0712 1.6843 4.9936 0.27 0.46 -0.05
N 0.4876 -1.5677 -3.9748 0.03 -0.33 -0.23
H 5.0507 -1.1382 -1.4288 -0.12 0.35 0.15
H 4.9801 0.5920 -3.2485 -0.24 -0.13 0.33
H 3.1007 2.2540 -3.2527 0.07 -0.39 0.23
H -1.0073 -0.0217 3.9095 0.01 -0.17 -0.18
H -0.1179 -6.0559 -3.0314 0.02 0.39 0.06
O 0.6695 -1.1176 0.9187 0.04 0.28 -0.42
C -0.7560 -4.6224 -1.5409 -0.07 0.42 0.26
C -0.8232 -3.2826 -1.1388 0.14 -0.39 -0.08
H 2.1546 -2.4735 1.3750 0.05 0.08 -0.20
C 0.8514 3.0044 2.5192 0.94 0.12 -0.24
C 2.4123 2.9100 0.6230 0.60 0.60 -0.46
C -5.6314 -0.8174 1.7018 -0.18 -0.03 0.08
C 3.2373 -0.4461 -0.4775 -0.24 -0.35 -0.16
C 0.7239 0.0733 0.1279 2.24 -0.40 1.66
H -1.2861 -3.0036 -0.1901 0.10 -0.22 -0.31
H -0.3289 1.6167 -3.3503 0.07 -0.04 -0.20
H 0.8668 -1.5586 -4.9130 -0.25 -0.03 0.25
```
Forces are in eV/Å.

Calculated values
- 2S+1: 1
- SMILES string: CO[C@](c1ccccc1)(c1n(C)c2ccccc2[n+]1C)[C@H](c1ccc(C)cc1)c1c(C)[nH]c2ccccc12
- Total charge: +1
- HOMO: -10.0 eV

These are the Mulliken partial charges, in e, on atoms 1 to 6: atom 1 (H): 0.513, atom 2 (C): -0.931, atom 3 (H): 0.386, atom 4 (C): -0.756, atom 5 (H): 0.186, atom 6 (H): 0.375

Here is an isolated molecule of C18H14N6O from the OMol25 dataset. Energies are from ωB97M-V with the def2-TZVPD basis set.

The geometry in XYZ format:
```
39
Properties=species:S:1:pos:R:3:forces:R:3
C 1.4558 -0.4137 -0.2567 -0.68 -0.85 0.46
C -2.0340 -2.9670 -3.9334 0.36 0.16 -1.03
H -0.0419 7.2759 3.4687 -0.04 -0.35 -0.14
C -0.9416 -3.1468 -0.3481 -1.71 -1.20 -1.27
N -1.7921 -3.2705 -2.6258 1.57 1.16 1.82
N 1.2981 4.6318 2.4199 -0.50 1.66 0.99
C 2.5034 1.4782 0.8617 0.18 -0.55 -0.17
C 1.9920 6.4308 3.3058 0.32 -0.25 0.87
N -3.0919 -4.8782 -3.3839 -0.15 -0.87 -1.33
H -0.8789 1.1146 0.2933 1.14 0.39 0.30
C 2.4840 2.6696 1.5214 -0.19 1.96 1.09
C 1.2664 3.3475 1.7910 0.30 -0.76 -0.93
H -1.5721 -4.8666 0.9714 0.19 0.15 0.41
H 3.3943 3.1602 1.8803 -0.25 -0.33 -0.21
H -1.6662 -2.1311 -4.5325 0.15 -0.22 0.91
C -1.0012 -2.6322 -1.6341 -2.41 -3.19 0.83
H 1.9816 -0.2492 -1.1932 -0.43 -0.26 -0.47
H -3.0684 -4.1321 -5.4358 -0.32 -0.14 0.22
H 0.7165 -2.7129 0.8880 -0.10 0.22 0.11
H 3.4719 0.9578 0.6966 -0.82 0.41 0.10
H -0.8869 3.2289 1.5421 0.13 0.21 -0.08
C -0.1848 -2.2071 0.5089 0.68 -0.05 0.10
C 0.6053 6.4491 3.1895 -0.38 2.76 0.49
C -2.3644 -5.0564 -0.9725 0.99 1.60 -0.77
C 0.0692 2.7721 1.3226 0.40 0.40 0.58
C -0.2563 -1.4371 -1.7280 1.45 1.86 0.48
C -1.6367 -4.4020 0.0069 -0.20 0.54 -1.94
H 2.6600 7.1526 3.7584 -0.09 -0.18 -0.16
C 1.3096 0.9061 0.4192 -0.28 0.32 0.24
H -0.7649 -1.8366 1.3694 0.12 -0.09 -0.27
H -2.8140 -6.0316 -0.8012 -0.07 0.34 -0.09
N 0.1682 5.4007 2.6045 0.47 -2.93 -0.97
C -2.4493 -4.4653 -2.3361 0.14 -0.01 1.71
H 2.1393 -1.0348 0.3533 -0.34 0.12 -0.19
O 0.0325 -0.7732 -2.6997 -0.12 0.00 -0.26
C 0.0899 1.5598 0.6341 0.03 -0.46 -0.06
C -2.7809 -4.0014 -4.4027 -0.47 -0.30 0.65
N 0.1798 -1.1537 -0.4236 1.08 0.42 -0.63
N 2.4087 5.2638 2.9003 -0.16 -1.65 -1.43
```
Forces are in eV/Å.

Calculated values
- 2S+1: 1
- SMILES string: O=C1c2c(ccc3nccn23)CN1Cc1ccc(-n2nccn2)cc1
- HOMO: -8.6 eV

These are the Mulliken partial charges, in e, on atoms 1 to 6: atom 1 (C): -1.301, atom 2 (C): -0.184, atom 3 (H): 0.375, atom 4 (C): 0.258, atom 5 (N): 0.085, atom 6 (N): 0.998

How do the records compare in frontier orbital gap? In the order shown, they have 0.2303; 0.1752; 0.2642; 0.3072 hartree.
How do the records compare in ΔE to the lowest compared entry with this formula, charge and spin? In the order shown, they have 75.71; 39.86; 5.60; 19.49 kcal/mol.